{"formula": "C6H10O", "method": "ωB97M-V/def2-TZVPD", "elements": ["O", "C", "C", "C", "C", "C", "C", "H", "H", "H", "H", "H", "H", "H", "H", "H", "H"], "xyz": [[0.2010, -0.7917, 2.2261], [1.2487, -0.6628, 1.4709], [1.0760, -0.4180, 0.0222], [0.4796, 0.9795, -0.2813], [-0.5324, 1.0616, -1.3935], [-0.9670, 0.0783, -2.1779], [-1.0607, -0.7151, 1.8909], [2.1833, -0.7899, 1.9987], [2.0394, -0.5389, -0.4815], [0.4073, -1.2010, -0.3778], [1.2991, 1.6753, -0.5022], [0.0004, 1.3816, 0.6233], [-0.9533, 2.0578, -1.5404], [-1.7221, 0.2681, -2.9356], [-0.5989, -0.9424, -2.1085], [-1.3543, -0.5388, 0.8639], [-1.7461, -0.9036, 2.7028]], "atomic_forces_ev_per_a": [[0.06, -0.08, 0.63], [0.45, 0.10, -0.41], [0.00, -0.05, -0.07], [0.00, 0.02, 0.00], [-0.07, -0.10, -0.11], [0.07, 0.11, 0.09], [-0.52, 0.01, -0.23], [-0.12, 0.02, -0.08], [-0.15, 0.00, 0.05], [0.07, 0.11, 0.08], [-0.11, -0.09, 0.05], [0.07, -0.06, -0.11], [0.05, -0.14, 0.01], [0.12, -0.01, 0.10], [-0.05, 0.17, 0.00], [0.05, -0.03, 0.15], [0.09, 0.03, -0.13]], "homo_energy_ev": [-7.21, -7.04], "e_tot_ha": -309.70591, "lumo_energy_ev": [0.975, 0.943], "e_above_lowest_ev": 3.713}


{"formula": "C39H62I2N2O19S", "method": "ωB97M-V/def2-TZVPD", "elements": ["C", "C", "C", "C", "C", "I", "C", "C", "I", "N", "C", "O", "C", "N", "C", "C", "C", "C", "S", "C", "C", "H", "H", "H", "H", "H", "H", "H", "H", "H", "H", "H", "H", "H", "H", "H", "H", "H", "H", "H", "H", "H", "H", "H", "H", "H", "H", "C", "C", "C", "O", "C", "O", "O", "H", "H", "H", "H", "H", "H", "C", "C", "C", "O", "C", "O", "O", "H", "H", "H", "H", "H", "H", "C", "C", "C", "O", "C", "O", "O", "H", "H", "H", "H", "H", "H", "C", "C", "C", "O", "C", "O", "O", "H", "H", "H", "H", "H", "H", "C", "C", "C", "O", "C", "O", "O", "H", "H", "H", "H", "H", "H", "C", "C", "C", "O", "C", "O", "O", "H", "H", "H", "H", "H", "H"], "xyz": [[1.6768, 4.2025, 2.3306], [1.7096, 2.7972, 2.9550], [1.8785, 1.7794, 1.7721], [1.2708, 0.3701, 2.0451], [1.7158, -0.0061, 3.4657], [0.2841, -0.0777, 5.0578], [2.9704, -0.2796, 3.7492], [4.1024, -0.2337, 2.7497], [3.6163, -0.8408, 5.7102], [1.7430, -0.4431, 0.9104], [0.8669, -0.2342, -0.1717], [1.1109, -0.5628, -1.2622], [-0.4227, 0.5064, 0.2891], [-0.6198, 1.8467, -0.2445], [-1.8655, 2.4571, 0.2132], [-1.7347, 3.2926, 1.5011], [-0.2671, 0.3290, 1.7942], [-0.9776, -1.0391, 2.1042], [-2.4404, -0.9126, 3.1657], [-3.8511, -0.4710, 2.1061], [-4.8240, 0.3671, 2.9756], [0.9646, 4.2484, 1.5059], [1.3854, 4.9766, 3.0397], [2.6737, 4.3591, 1.8885], [2.5922, 2.6827, 3.5807], [0.7776, 2.5566, 3.4635], [1.4098, 2.2664, 0.9160], [2.9417, 1.7319, 1.5394], [4.9137, -0.8274, 3.1674], [4.4763, 0.7897, 2.7003], [3.8731, -0.6752, 1.7898], [2.6134, -0.1424, 0.4828], [-1.2008, -0.1001, -0.2038], [-0.5516, 1.8673, -1.2526], [-2.1649, 3.1625, -0.5638], [-2.6725, 1.7139, 0.2689], [-1.8432, 4.3562, 1.2996], [-2.5007, 3.0088, 2.2269], [-0.7709, 3.1275, 1.9671], [-0.7375, 1.0459, 2.4624], [-0.2602, -1.6438, 2.6640], [-1.1819, -1.6127, 1.2041], [-4.4143, -1.3492, 1.7928], [-3.5842, 0.0841, 1.2102], [-5.3782, -0.3039, 3.6290], [-4.2076, 0.9659, 3.6481], [-5.4725, 0.9970, 2.3747], [-3.2221, 0.2952, -4.7860], [-3.4760, 0.4426, -3.3070], [-4.2763, -0.6749, -2.6899], [-4.8689, -0.0202, -1.5567], [-4.9971, 1.2938, -1.8800], [-5.6181, 2.0866, -1.2480], [-4.3159, 1.5780, -3.0215], [-2.6770, 1.1634, -5.1624], [-2.6390, -0.5979, -4.9905], [-4.1536, 0.2434, -5.3410], [-2.5286, 0.5883, -2.7764], [-3.6617, -1.5153, -2.3762], [-5.0771, -1.0371, -3.3351], [-8.4407, -3.0098, -7.2909], [-7.4094, -2.1014, -6.6766], [-6.5949, -1.3181, -7.6701], [-5.3834, -1.0839, -6.9328], [-5.2462, -2.1126, -6.0578], [-4.2632, -2.3384, -5.4228], [-6.3820, -2.8515, -6.0021], [-8.9540, -3.5781, -6.5132], [-9.1844, -2.4426, -7.8514], [-7.9693, -3.7310, -7.9564], [-7.8767, -1.4419, -5.9386], [-7.0629, -0.3797, -7.9595], [-6.3460, -1.8912, -8.5654], [-4.0889, -7.2112, -5.4110], [-5.3477, -6.6475, -6.0206], [-6.1224, -7.6179, -6.8746], [-6.8204, -6.7336, -7.7625], [-6.0575, -5.6180, -7.8858], [-6.2403, -4.7570, -8.6882], [-5.0573, -5.6118, -6.9722], [-3.5628, -6.4408, -4.8471], [-4.3220, -8.0367, -4.7381], [-3.4043, -7.5644, -6.1836], [-5.9806, -6.2139, -5.2406], [-6.8205, -8.2258, -6.3036], [-5.4808, -8.2698, -7.4725], [5.4090, -2.6918, -1.0310], [6.7585, -2.9693, -0.4145], [6.9408, -4.3806, 0.0801], [7.9329, -4.2102, 1.0980], [7.7898, -2.9477, 1.5866], [8.3192, -2.5372, 2.5649], [6.9493, -2.2196, 0.7954], [5.3328, -1.6446, -1.3253], [5.2519, -3.3119, -1.9137], [4.6057, -2.8812, -0.3168], [7.5546, -2.6868, -1.1102], [7.2911, -5.0607, -0.6935], [6.0398, -4.7920, 0.5423], [4.3429, 2.5348, 9.6865], [4.7505, 1.1526, 10.1329], [6.2361, 0.9549, 10.2784], [6.3643, -0.4577, 10.0832], [5.3392, -0.8419, 9.2773], [5.2521, -1.9071, 8.7607], [4.4295, 0.1637, 9.1417], [3.2614, 2.5905, 9.5610], [4.6468, 3.2825, 10.4197], [4.7884, 2.7809, 8.7215], [4.2233, 0.8843, 11.0535], [6.6104, 1.2470, 11.2573], [6.8144, 1.4641, 9.5034], [4.3410, 8.3679, -1.0052], [5.0354, 7.1924, -0.3639], [4.1324, 6.0348, -0.0326], [4.8338, 5.4008, 1.0416], [5.5494, 6.3781, 1.6708], [6.0949, 6.2469, 2.7152], [5.5471, 7.5252, 0.9349], [5.0476, 9.1807, -1.1743], [3.9036, 8.0830, -1.9624], [3.5551, 8.7585, -0.3571], [5.8784, 6.8718, -0.9836], [4.0017, 5.3488, -0.8675], [3.1507, 6.3457, 0.3350]], "atomic_forces_ev_per_a": [[0.33, -0.42, 0.00], [0.05, -0.27, -1.68], [-0.81, 1.21, 1.11], [0.36, 1.11, -0.55], [-0.97, -0.82, 0.04], [0.30, 0.32, -0.54], [0.82, -0.49, 0.48], [0.56, -0.37, 1.08], [0.13, 0.20, -0.57], [-0.47, -0.14, -0.60], [-1.04, 1.58, 3.21], [0.70, -0.96, -3.69], [0.06, -0.40, -1.04], [0.83, 0.46, 0.53], [-0.03, 0.58, -0.49], [-0.31, -0.53, 0.14], [-1.01, -0.38, 0.37], [1.01, 0.11, 0.55], [-0.12, -0.12, -0.24], [-0.83, 0.19, 0.12], [1.05, -0.38, 0.21], [-0.07, -0.07, 0.02], [0.38, 0.10, 0.05], [-0.30, 0.43, 0.32], [-0.34, 0.10, 0.56], [0.14, 0.14, 0.41], [-0.17, -0.51, -0.20], [0.02, -0.38, 0.00], [0.15, 0.04, -0.18], [0.03, -0.02, -0.33], [-0.11, 0.22, -0.06], [0.43, -0.41, 0.68], [-0.28, -0.27, 0.86], [0.00, -0.25, 0.03], [-0.09, -0.18, -0.16], [0.04, 0.04, 0.19], [0.05, 0.03, -0.03], [0.01, 0.07, 0.00], [0.06, 0.04, 0.02], [-0.11, 0.29, -0.40], [-0.30, -0.19, 0.12], [-0.16, 0.07, -0.08], [0.34, -0.21, -0.20], [0.32, -0.01, 0.07], [-0.33, 0.07, -0.11], [-0.22, 0.40, -0.10], [-0.15, -0.07, 0.01], [0.12, 0.69, -0.04], [0.17, -0.22, -0.66], [0.12, -0.18, 0.20], [-0.01, 0.22, -0.08], [0.01, 0.13, -0.02], [0.03, -0.05, 0.02], [-0.08, -0.15, 0.42], [0.06, -0.02, 0.09], [-0.03, -0.03, 0.05], [-0.05, -0.08, 0.05], [-0.06, -0.04, 0.11], [-0.08, 0.03, 0.17], [0.07, 0.04, -0.10], [-0.04, -0.48, 0.17], [-0.56, -0.21, -0.33], [0.00, 0.25, -0.16], [0.05, -0.25, 0.14], [-0.01, -0.30, -0.12], [-0.20, -0.14, -0.08], [0.24, 0.34, 0.14], [-0.08, 0.12, 0.01], [0.04, 0.09, 0.07], [-0.04, 0.19, -0.07], [0.11, 0.07, 0.00], [0.19, 0.11, 0.14], [-0.08, -0.13, 0.07], [0.30, 0.28, -0.11], [0.44, -0.35, 0.36], [-0.25, -0.13, 0.09], [0.16, 0.18, -0.05], [0.24, 0.05, 0.06], [0.06, -0.11, -0.08], [-0.37, -0.01, -0.24], [-0.07, -0.02, 0.06], [-0.06, 0.02, -0.01], [-0.10, -0.07, -0.04], [-0.08, 0.00, -0.08], [-0.16, 0.11, -0.12], [0.10, 0.04, 0.08], [-0.11, 0.35, 0.23], [-0.59, 0.05, -0.34], [0.20, -0.22, -0.09], [-0.12, 0.22, 0.04], [0.02, 0.11, 0.14], [-0.03, -0.03, -0.07], [0.30, -0.28, 0.08], [0.04, -0.04, -0.09], [0.05, -0.01, 0.01], [0.05, -0.12, 0.00], [0.06, -0.09, 0.05], [0.17, -0.02, 0.13], [-0.08, 0.11, -0.07], [-0.26, -0.07, -0.32], [-0.16, 0.68, -0.12], [0.18, -0.05, 0.25], [-0.17, 0.02, -0.16], [-0.03, -0.03, -0.07], [-0.06, 0.05, -0.06], [0.32, -0.32, 0.23], [0.01, 0.02, 0.09], [0.01, -0.05, 0.03], [0.10, -0.03, 0.05], [0.09, -0.07, 0.02], [0.05, -0.21, 0.02], [-0.12, 0.08, -0.03], [0.11, 0.32, 0.23], [-0.31, 0.41, -0.33], [-0.13, -0.36, -0.21], [0.16, 0.36, 0.05], [0.06, 0.04, 0.13], [-0.04, -0.02, -0.05], [0.04, -0.43, 0.10], [0.01, -0.05, -0.08], [0.03, -0.05, 0.01], [-0.04, -0.12, 0.00], [-0.01, -0.10, 0.05], [0.08, -0.14, 0.14], [0.03, 0.14, -0.07]], "homo_energy_ev": -8.03, "e_tot_ha": -4055.96326, "lumo_energy_ev": 0.407}


{"formula": "C4H10N2O", "method": "ωB97M-V/def2-TZVPD", "elements": ["C", "N", "C", "C", "C", "N", "O", "H", "H", "H", "H", "H", "H", "H", "H", "H", "H"], "xyz": [[0.5288, 0.3867, 1.6653], [-0.2675, -0.6988, 0.9448], [-0.6934, -0.2426, -0.4555], [-1.0535, 1.3368, -0.5733], [0.4730, -0.5865, -1.5209], [1.4207, -1.5132, -0.9496], [0.5998, -0.0977, -2.5826], [1.3227, 0.4993, 0.9112], [1.1291, -0.0820, 2.5269], [0.1219, 1.2510, 2.2308], [-1.0755, -0.9501, 1.4389], [-1.6728, -0.7350, -0.7032], [-0.2489, 2.1467, -0.4058], [-1.7675, 1.9344, -1.3058], [-1.7197, 1.4457, 0.3494], [1.4800, -2.4231, -1.5728], [1.4226, -1.6715, 0.0023]], "atomic_forces_ev_per_a": [[1.68, -2.68, 0.85], [0.58, 2.77, -1.23], [0.26, 1.67, -0.80], [-1.51, 2.11, 1.94], [-0.08, -1.64, 4.44], [-0.23, -1.48, -5.47], [-0.33, 0.49, -1.71], [-0.21, 1.36, 0.51], [-0.94, -0.02, -1.17], [-0.44, -0.14, -1.47], [-1.29, -0.33, 0.83], [1.25, -0.02, 0.00], [-0.64, -1.88, -0.25], [1.52, -2.40, 0.43], [0.87, 0.09, -0.77], [0.30, 2.70, 1.83], [-0.78, -0.60, 2.03]], "homo_energy_ev": -9.45, "e_tot_ha": -343.08749, "lumo_energy_ev": 0.831, "e_above_lowest_ev": 3.101}


{"formula": "C35H33CoF10N7O2S", "method": "ωB97M-V/def2-TZVPD", "elements": ["Co", "C", "N", "C", "C", "N", "C", "C", "F", "C", "F", "C", "F", "C", "F", "C", "F", "C", "C", "N", "C", "C", "F", "C", "F", "C", "F", "C", "F", "C", "F", "H", "H", "H", "H", "H", "H", "H", "H", "H", "H", "H", "O", "C", "O", "C", "C", "C", "C", "C", "C", "N", "C", "C", "C", "C", "C", "C", "N", "H", "H", "H", "H", "H", "H", "H", "H", "H", "H", "C", "C", "N", "C", "S", "N", "C", "C", "H", "H", "H", "H", "H", "H", "H", "H", "H", "H", "H", "H"], "xyz": [[-0.1202, 0.0997, -0.3544], [-0.3666, 2.7532, 1.2200], [-0.9360, 1.4138, 1.0667], [-2.3117, 1.5001, 0.5290], [-2.2777, 1.8909, -0.9443], [-1.1225, 1.2445, -1.5508], [-1.0676, 1.1672, -2.9198], [0.0918, 1.5504, -3.6147], [1.0954, 2.1475, -2.9512], [0.2558, 1.3766, -4.9761], [1.3901, 1.7618, -5.5728], [-0.7611, 0.8264, -5.7335], [-0.6095, 0.6423, -7.0496], [-1.9357, 0.4665, -5.1029], [-2.9229, -0.0913, -5.8124], [-2.0747, 0.6351, -3.7377], [-3.2204, 0.1962, -3.1828], [-0.8523, 0.6540, 2.3380], [0.4996, -0.0233, 2.4021], [0.6059, -0.8453, 1.2029], [1.6349, -1.7457, 1.1540], [1.4492, -3.0094, 0.5593], [0.2174, -3.3853, 0.1573], [2.4560, -3.9385, 0.3990], [2.1901, -5.1196, -0.1762], [3.7299, -3.6772, 0.8693], [4.7136, -4.5727, 0.7187], [3.9573, -2.4709, 1.4992], [5.1821, -2.1826, 1.9515], [2.9403, -1.5397, 1.6280], [3.2728, -0.3622, 2.1899], [-0.9997, 3.3607, 1.8772], [-0.2885, 3.2369, 0.2470], [0.6270, 2.6888, 1.6606], [-2.9057, 2.2295, 1.0956], [-2.7641, 0.5159, 0.6589], [-2.1941, 2.9846, -1.0399], [-3.2388, 1.6162, -1.3890], [-1.6404, -0.0981, 2.3290], [-0.9982, 1.3224, 3.1963], [0.5674, -0.6319, 3.3134], [1.2804, 0.7477, 2.4839], [7.4402, 2.9823, -0.5293], [6.2727, 3.1205, 0.1378], [6.1711, 3.9380, 1.0059], [5.1432, 2.2227, -0.2780], [3.8590, 2.6021, 0.0909], [2.7759, 1.8239, -0.2703], [2.9588, 0.6639, -1.0062], [4.2425, 0.2549, -1.3426], [5.3275, 1.0371, -0.9828], [1.7853, -0.0686, -1.3365], [1.7673, -0.8842, -2.3033], [0.5318, -1.6530, -2.5522], [0.4115, -2.4819, -3.6481], [-0.7979, -3.1345, -3.8532], [-1.8204, -2.9204, -2.9514], [-1.6059, -2.0736, -1.8687], [-0.4494, -1.4584, -1.6631], [7.3413, 2.3606, -1.2590], [3.7300, 3.5125, 0.6605], [1.7662, 2.1091, -0.0141], [4.4123, -0.6886, -1.8457], [6.3203, 0.6766, -1.2271], [2.6062, -1.0149, -2.9901], [1.2455, -2.5984, -4.3282], [-0.9361, -3.7883, -4.7040], [-2.7850, -3.3932, -3.0711], [-2.3824, -1.8938, -1.1400], [-1.6892, -6.3310, 2.6217], [-1.2520, -5.1243, 3.4386], [-1.3739, -3.8944, 2.6537], [-2.3681, -2.9858, 2.7962], [-3.0799, -2.2603, 1.4587], [-2.7335, -2.6646, 4.0579], [-1.8552, -2.6456, 5.2273], [-2.5629, -3.1655, 6.4668], [-1.5838, -7.2451, 3.2072], [-1.0783, -6.4330, 1.7228], [-2.7314, -6.2308, 2.3168], [-0.2165, -5.2428, 3.7650], [-1.8752, -5.0354, 4.3258], [-1.0795, -3.9744, 1.6901], [-3.5160, -2.0288, 4.0825], [-1.5181, -1.6176, 5.3905], [-0.9686, -3.2337, 5.0104], [-3.4046, -2.5239, 6.7323], [-1.8796, -3.1913, 7.3157], [-2.9495, -4.1714, 6.2979]], "atomic_forces_ev_per_a": [[-0.25, -0.05, 0.42], [0.08, 0.03, -0.11], [0.10, -0.33, -0.06], [-0.06, 0.10, 0.00], [0.21, 0.01, 0.04], [-0.04, 0.14, -0.13], [0.05, 0.00, 0.08], [0.03, 0.07, 0.00], [-0.02, -0.03, 0.02], [0.03, -0.02, 0.00], [0.00, -0.01, 0.02], [0.04, -0.02, -0.05], [0.00, 0.02, 0.01], [-0.08, -0.03, 0.01], [0.01, 0.00, 0.01], [-0.07, -0.06, -0.05], [0.02, 0.00, 0.02], [-0.03, 0.16, 0.10], [0.12, 0.10, -0.20], [-0.06, -0.17, 0.21], [-0.19, 0.01, -0.12], [0.02, -0.01, 0.00], [0.02, 0.01, -0.05], [-0.03, -0.04, -0.03], [0.00, 0.02, 0.02], [0.04, -0.04, -0.02], [0.00, 0.00, 0.01], [0.01, 0.06, 0.05], [-0.01, 0.01, -0.02], [0.12, 0.02, 0.04], [0.00, 0.00, -0.02], [-0.01, 0.00, 0.00], [-0.01, -0.02, 0.00], [-0.02, 0.00, 0.03], [0.00, -0.06, 0.09], [-0.01, -0.01, -0.06], [-0.05, 0.01, 0.02], [-0.02, -0.02, 0.00], [0.01, -0.03, -0.01], [-0.07, 0.02, -0.03], [-0.02, 0.00, 0.01], [-0.02, -0.04, 0.05], [-0.01, -0.01, 0.02], [-0.03, -0.06, -0.03], [-0.01, 0.01, 0.02], [0.12, 0.02, 0.00], [-0.11, -0.01, -0.01], [0.02, 0.17, 0.00], [-0.27, -0.13, -0.08], [0.11, -0.12, 0.02], [-0.01, -0.02, 0.00], [0.16, 0.35, 0.13], [-0.11, -0.18, -0.28], [0.36, 0.24, 0.06], [-0.08, -0.13, -0.15], [0.12, 0.03, -0.02], [-0.05, 0.03, 0.09], [-0.03, -0.05, 0.06], [0.12, 0.04, -0.20], [0.00, 0.01, -0.01], [0.00, -0.01, 0.00], [0.01, 0.00, -0.03], [-0.01, 0.01, 0.01], [0.00, -0.01, 0.01], [-0.03, -0.08, 0.07], [-0.03, -0.01, -0.01], [0.01, 0.01, 0.00], [0.00, 0.00, 0.01], [-0.01, 0.00, 0.04], [0.01, -0.01, 0.00], [-0.01, 0.04, -0.07], [-0.07, -0.04, -0.08], [0.32, 0.06, -0.12], [-0.20, -0.05, 0.18], [-0.16, -0.04, 0.08], [-0.04, 0.06, -0.04], [-0.02, -0.01, -0.02], [0.01, 0.00, -0.01], [0.00, 0.00, 0.01], [0.01, 0.00, 0.00], [0.01, 0.00, 0.05], [0.00, -0.01, -0.01], [-0.01, 0.00, 0.01], [0.03, 0.02, -0.02], [0.03, 0.01, 0.03], [0.01, 0.03, -0.03], [-0.01, -0.02, 0.00], [0.00, 0.02, 0.00], [0.02, -0.01, 0.02]], "homo_energy_ev": [-7.35, -7.00], "spin_multiplicity": 2, "e_tot_ha": -4666.88966, "lumo_energy_ev": [-1.003, -0.991], "e_above_lowest_ev": 0.000, "s2": 0.85}